Entry 1:
C6H27O8 | the ωB97M-V functional and the def2-TZVPD basis

Results
* total energy: -846.65147 a.u.
* HOMO-LUMO gap: 9.01 eV
* energy relative to the best compared isomer or geometry (same formula, charge and spin): 88.40 kcal per mole
* HOMO energy: -5.9 eV
* LUMO energy: 3.10 eV

```
! RIJCOSX wB97M-V def2-TZVPD def2/J DEFGRID3
* xyz -1 1
C -0.878 1.776 0.562
O -1.886 1.548 1.450
C 0.376 2.059 1.393
C 1.818 1.874 0.715
C 2.947 2.235 1.613
C 2.015 0.370 0.307
C 3.164 0.162 -0.760
H -0.834 0.896 -0.169
H -1.200 2.740 0.101
H 0.530 3.214 1.674
H 0.577 1.379 2.258
H 2.116 2.448 -0.241
H 3.626 1.561 2.127
H 3.662 2.895 1.141
H 2.350 2.675 2.495
H 1.075 -0.129 -0.161
H 2.249 -0.118 1.304
H 2.911 -0.795 -1.495
H 4.025 -0.079 -0.325
H 3.091 0.959 -1.295
H -2.024 -3.364 -0.224
H -2.187 -1.860 -0.707
O -1.997 -2.788 -1.032
H 1.558 -0.591 -4.177
H 2.070 -1.223 -3.047
O 2.337 -0.724 -3.742
H -3.514 0.062 -0.945
H -2.586 0.631 -1.876
O -3.413 0.135 -2.006
H -1.170 -1.529 -2.466
H -0.172 -2.604 -2.337
O -0.466 -1.866 -2.913
H -0.852 -3.118 2.007
H -0.616 -3.183 0.429
O -0.815 -3.611 1.208
H -2.882 -1.479 2.001
H -2.081 -0.375 2.376
O -2.046 -1.318 2.345
H -4.556 0.213 0.799
H -2.656 0.909 1.054
O -3.667 0.013 0.559
*
```



Entry 2:
C3H7NO | the ωB97M-V functional and the def2-TZVPD basis

Results
* total energy: -248.42551 a.u.
* SMILES string: C=CN.C=O
* HOMO-LUMO gap: 9.38 eV
* energy relative to the best compared isomer or geometry (same formula, charge and spin): 63.37 kcal per mole
* HOMO energy: -8.4 eV
* LUMO energy: 0.94 eV

```
! RIJCOSX wB97M-V def2-TZVPD def2/J DEFGRID3
* xyz 0 1
C -1.359 -0.952 0.772
C -0.064 -0.684 0.778
N 0.587 0.020 1.825
H -1.982 -0.654 1.603
H -1.768 -1.424 -0.113
H 0.656 -0.876 -0.002
H 0.104 0.734 2.332
H 1.167 -0.497 2.463
C 0.660 1.071 -2.385
O 0.220 1.257 -1.294
H 0.487 1.764 -3.231
H 1.292 0.240 -2.747
*
```



Entry 3:
C35H50CdFN5S3SbSi | the ωB97M-V functional and the def2-TZVPD basis

Results
* total energy: -3629.44297 a.u.
* <S²>: 0.77
* HOMO-LUMO gap (alpha / beta): 3.77 / 2.40 eV
* HOMO energy (alpha / beta): 0.2 / 0.2 eV
* LUMO energy (alpha / beta): 3.95 / 2.58 eV

```
! RIJCOSX wB97M-V def2-TZVPD def2/J DEFGRID3
* xyz -2 2
Cd 0.691 -1.636 -0.862
N -1.066 -2.931 0.876
C -2.193 -3.824 1.093
C -3.563 -3.169 0.848
C -3.946 -2.884 -0.622
C -4.254 -1.422 -0.978
N -3.045 -0.639 -1.170
H -0.192 -3.448 0.937
H -1.046 -2.222 1.599
H -2.196 -4.215 2.123
H -2.079 -4.684 0.425
H -3.600 -2.237 1.422
H -4.308 -3.847 1.276
H -4.842 -3.461 -0.866
H -3.149 -3.234 -1.284
H -4.848 -0.964 -0.176
H -4.888 -1.426 -1.878
H -3.253 0.267 -1.583
H -2.469 -1.118 -1.852
S 2.130 -5.171 -4.139
Sb 0.608 -4.759 -2.437
S -0.352 -2.597 -2.999
S 1.843 -4.076 -0.510
C 2.015 -0.740 0.728
Si 1.484 0.019 2.307
C 0.367 1.546 2.042
N -0.698 1.251 1.087
C -1.921 0.719 1.702
C -3.112 1.684 1.598
C -2.651 3.128 1.794
C -1.651 3.536 0.696
C -0.968 2.286 0.106
C 2.958 0.714 3.321
C 3.456 0.087 4.466
C 4.555 0.588 5.150
C 5.192 1.736 4.701
C 4.729 2.367 3.553
C 3.633 1.855 2.875
C 0.727 -1.239 3.518
C -0.235 -0.938 4.481
C -0.736 -1.909 5.337
C -0.268 -3.214 5.259
C 0.709 -3.534 4.326
C 1.195 -2.557 3.468
H 2.669 -1.598 0.913
H 2.597 -0.013 0.155
H 1.014 2.322 1.618
H -0.025 1.969 2.985
H -1.720 0.517 2.757
H -2.178 -0.226 1.217
H -3.856 1.422 2.356
H -3.593 1.585 0.621
H -2.178 3.211 2.779
H -3.511 3.805 1.797
H -0.910 4.224 1.113
H -2.162 4.065 -0.113
H -0.028 2.565 -0.375
H -1.602 1.858 -0.674
H 2.964 -0.806 4.835
H 4.921 0.082 6.038
H 6.041 2.139 5.239
H 5.231 3.257 3.190
H 3.289 2.354 1.975
H -0.603 0.079 4.572
H -1.497 -1.650 6.065
H -0.665 -3.977 5.917
H 1.081 -4.549 4.254
H 1.943 -2.825 2.728
F -4.226 5.149 -5.337
C -3.340 4.200 -4.827
C -2.265 4.616 -4.057
C -1.380 3.684 -3.556
C -1.521 2.271 -3.807
C -0.632 1.336 -3.309
C -2.663 1.915 -4.610
C -3.541 2.856 -5.103
H -2.133 5.675 -3.861
H -0.541 4.010 -2.950
H 0.219 1.628 -2.704
H -0.749 0.278 -3.515
H -2.826 0.864 -4.825
H -4.392 2.561 -5.708
C 4.008 -1.907 -5.585
C 3.654 -1.052 -4.417
C 4.249 0.073 -3.879
C 3.423 0.450 -2.803
N 2.401 -0.382 -2.687
N 2.567 -1.285 -3.662
C 3.580 1.622 -1.888
H 5.069 -1.823 -5.817
H 3.437 -1.609 -6.467
H 3.764 -2.948 -5.369
H 5.151 0.560 -4.214
H 1.852 -1.997 -3.797
H 4.295 2.331 -2.305
H 3.934 1.305 -0.904
H 2.620 2.123 -1.756
*
```